# C31H27O3PS2Sc

C31H27O3PS2Sc as an isolated structure (ωB97M-V with the def2-TZVPD basis set, the OMol25 dataset).

Net charge: -1
E_HOMO in eV: -2.5
Frontier orbital gap in eV: 4.60
ΔE to the lowest compared entry with this formula, charge and spin in eV: 0.000
Max |F| in hartree/bohr: 0.019

Each line ends with the Löwdin charge.
Atoms and positions in Å:
Sc 0.574 0.398 0.049  0.6163
C -3.253 -1.551 -1.070  -0.0125
C -2.109 -0.584 -1.264  -0.4998
C -2.524 0.608 -2.113  -0.0180
O -1.624 -0.137 0.042  -0.1305
C -0.887 -1.252 -1.908  -0.5605
O -1.026 -2.191 -2.653  0.0981
O 0.250 -0.669 -1.596  -0.1367
H -4.174 -1.014 -0.829  0.0875
H -3.031 -2.256 -0.270  0.0996
H -3.397 -2.117 -1.988  0.0903
H -3.282 1.199 -1.593  0.0912
H -2.964 0.227 -3.036  0.1015
H -1.691 1.264 -2.353  0.0731
H -2.299 0.376 0.497  0.1084
S 2.582 2.037 -0.646  0.2990
P 1.239 3.512 -0.511  0.1043
S -0.570 2.867 0.077  0.2952
C 1.858 4.782 0.631  -0.3738
C 2.708 5.787 0.173  -0.0833
C 3.262 6.694 1.065  -0.0869
C 2.975 6.596 2.420  -0.0902
C 2.130 5.597 2.881  -0.0746
C 1.569 4.693 1.989  -0.0895
C 1.051 4.374 -2.095  -0.3963
C 1.935 4.167 -3.146  -0.0995
C 1.767 4.859 -4.342  -0.0818
C 0.721 5.757 -4.486  -0.0919
C -0.164 5.968 -3.434  -0.0836
C 0.000 5.277 -2.244  -0.1017
H 2.942 5.869 -0.883  0.1051
H 3.922 7.471 0.702  0.0996
H 3.415 7.298 3.118  0.0991
H 1.912 5.512 3.937  0.1051
H 0.917 3.906 2.348  0.0900
H 2.738 3.449 -3.035  0.0734
H 2.452 4.686 -5.161  0.1016
H 0.586 6.288 -5.420  0.0987
H -0.986 6.663 -3.545  0.1004
H -0.698 5.423 -1.429  0.0929
C 1.283 -0.461 1.796  -0.1537
C 1.725 -1.057 2.806  -0.2201
C 2.207 -1.698 3.918  -0.2104
C 3.138 -0.958 4.778  -0.1833
C 3.279 -1.181 6.162  -0.0612
C 4.134 -0.418 6.945  -0.1245
C 4.884 0.614 6.395  -0.1411
C 4.738 0.872 5.036  -0.1163
C 3.888 0.111 4.251  -0.0453
C 1.746 -3.070 4.160  -0.1831
C 2.491 -4.038 4.863  -0.0606
C 2.039 -5.341 5.021  -0.1232
C 0.827 -5.753 4.481  -0.1400
C 0.088 -4.822 3.758  -0.1171
C 0.535 -3.522 3.599  -0.0472
H 2.674 -1.938 6.639  0.0993
H 4.199 -0.627 8.008  0.0876
H 5.551 1.207 7.008  0.0799
H 5.300 1.678 4.574  0.0896
H 3.787 0.332 3.195  0.0991
H 3.465 -3.777 5.250  0.0997
H 2.659 -6.048 5.562  0.0880
H 0.480 -6.772 4.601  0.0804
H -0.855 -5.113 3.309  0.0889
H -0.053 -2.815 3.026  0.0957